Here is a 2-piece molecular cluster, C24H39I2N3O5P3S overall in a non-equilibrium geometry from the Open Molecules 2025 dataset. Energies are from the ωB97M-V functional and the def2-TZVPD basis.

## Properties
HOMO = -10.07 eV
energy = -95121.9937 eV
LUMO energy = -4.75 eV
total charge = +1
orbital gap = 5.324 eV

```
77
Properties=species:S:1:pos:R:3:forces:R:3
C -0.537 -5.521 0.509 0.1 1.2 0.5
C -0.575 -4.003 0.044 0.5 -0.7 -0.5
I -2.122 -3.740 -1.497 -0.6 -0.7 1.2
C 0.881 -3.584 -0.564 -1.0 -0.1 0.7
I 0.671 -2.474 -2.453 1.8 0.0 0.3
C 1.687 -2.782 0.500 1.1 1.1 1.2
C 1.115 -1.481 0.966 1.3 0.0 1.4
C -0.184 -0.810 0.467 0.5 0.4 -0.5
C 0.180 0.455 -0.463 -0.4 -0.3 -0.2
C -0.760 1.694 -0.229 0.7 0.8 -0.9
N -0.852 2.382 -1.556 -1.1 -0.1 0.3
C -1.930 1.762 -2.381 0.3 -0.3 -1.4
C -1.423 1.534 -3.858 0.9 -0.5 -2.0
C -0.460 2.473 -4.493 -1.1 -1.9 -0.8
C -0.014 2.293 -5.872 -0.9 -0.9 0.3
C -0.468 1.173 -6.732 -1.1 0.5 3.6
C -1.401 0.232 -6.097 1.1 2.0 0.5
C -1.862 0.420 -4.699 1.0 0.9 -1.3
O -2.784 -0.534 -4.225 0.5 1.0 -0.7
C 1.879 -0.747 2.018 1.7 -2.4 -0.9
P 1.215 0.875 2.706 -2.0 0.1 -0.3
C 1.124 0.762 4.598 1.8 -0.2 0.2
C 2.261 2.338 2.190 0.6 0.3 0.7
C 3.145 -1.316 2.503 -1.8 1.4 -0.1
N 3.853 -0.533 3.488 -0.1 -1.3 -1.1
N 3.679 -2.549 2.060 -1.6 1.3 -1.5
P 5.166 -2.986 2.866 3.2 0.1 6.0
O 4.881 -3.056 4.330 -0.6 0.1 -2.1
O 5.883 -4.385 2.443 -0.6 2.1 -1.2
O 6.315 -1.793 2.689 -1.4 -1.7 -1.0
C 2.969 -3.240 1.067 -2.1 0.9 -1.7
P 3.654 -4.845 0.397 0.7 -1.9 1.1
S 3.374 -6.344 1.623 -0.1 0.8 -0.3
H -0.056 -5.513 1.533 -0.4 -0.3 -1.1
H -1.588 -5.884 0.622 1.0 0.1 -0.2
H 0.081 -6.145 -0.189 -0.8 0.5 0.6
H -0.885 -3.344 0.889 0.3 -0.5 -0.8
H 1.333 -4.553 -0.875 -0.2 1.1 0.4
H -0.751 -0.405 1.345 0.6 -0.5 -0.6
H -0.851 -1.455 -0.153 0.7 0.3 0.7
H 0.035 0.145 -1.538 0.2 0.3 1.2
H 1.268 0.731 -0.377 -1.1 -0.1 0.0
H -0.256 2.438 0.450 -0.8 -0.9 -0.3
H -1.809 1.442 0.080 1.1 -0.1 0.4
H -1.156 3.351 -1.431 0.3 -0.4 0.3
H -2.837 2.420 -2.447 0.8 -0.6 0.3
H -2.257 0.787 -1.925 0.3 0.8 -0.6
H -0.111 3.321 -3.850 -0.2 -0.9 -0.9
H 0.694 3.043 -6.309 -0.8 -0.8 0.5
H -0.119 1.085 -7.783 -0.4 0.0 1.0
H -1.781 -0.619 -6.711 0.3 0.7 0.8
H -3.267 -0.823 -5.024 0.3 0.0 0.7
H 0.401 1.503 5.023 0.5 -0.7 -0.7
H 0.881 -0.286 4.939 0.0 1.1 -0.5
H 2.145 0.991 5.019 -1.1 -0.1 -0.1
H 2.448 2.352 1.086 -0.1 -0.2 1.0
H 1.658 3.263 2.432 0.5 -1.1 -0.2
H 3.224 2.434 2.768 -0.7 0.0 -0.7
H 3.887 0.443 3.193 -0.3 -0.3 0.2
H 3.434 -0.653 4.412 0.4 0.0 -0.3
H 6.858 -4.248 2.471 -0.6 -0.1 -0.1
H 6.390 -1.354 3.564 -0.4 -0.3 -0.5
H 5.050 -4.595 0.156 -0.9 0.4 -0.2
H 3.128 -5.237 -0.859 0.2 1.1 0.1
C -5.183 3.913 1.556 0.2 0.0 0.3
C -5.578 4.956 0.528 -0.3 0.0 -0.2
C -4.427 4.878 -0.458 0.2 0.1 -0.1
O -3.951 3.523 -0.432 -0.1 0.1 0.2
C -4.539 2.847 0.688 -0.1 -0.2 -0.2
H -6.021 3.535 2.142 0.0 0.0 0.0
H -4.444 4.332 2.245 0.0 0.0 0.0
H -6.511 4.661 0.039 0.0 0.1 0.0
H -5.713 5.955 0.945 0.0 0.0 0.0
H -3.601 5.531 -0.159 -0.1 0.1 0.0
H -4.727 5.140 -1.474 0.1 -0.1 0.0
H -5.285 2.144 0.303 0.0 0.0 0.1
H -3.770 2.280 1.220 0.0 0.0 -0.1
```
Forces are in eV/Å.



Here is C24H40AlCl2F4LiNO12SSi as an isolated structure in a non-equilibrium geometry from the Open Molecules 2025 dataset. Energies are from the ωB97M-V functional and the def2-TZVPD basis.

## Properties
HOMO = -8.71 eV
energy = -113016.4659 eV
LUMO energy = -4.62 eV
total charge = +1
orbital gap = 4.091 eV

```
87
Properties=species:S:1:pos:R:3:forces:R:3
C 3.066 -0.810 1.842 -0.7 -0.1 -0.2
C 2.866 -0.035 0.547 0.6 0.5 -0.1
C 4.076 0.883 0.227 -0.6 -0.4 0.1
C 3.705 2.309 -0.142 0.1 0.0 0.2
C 3.331 3.139 1.094 0.8 -0.3 -0.9
N 1.866 3.419 1.219 0.0 0.0 0.7
C 1.378 3.427 2.634 -0.4 -0.2 0.4
C -0.037 2.914 2.763 -0.2 0.3 0.1
O -0.838 3.511 1.759 0.2 -0.2 0.1
Si -2.254 2.769 1.296 -0.6 -0.1 -0.3
C -2.980 3.794 -0.070 0.6 0.2 0.3
C -3.427 2.698 2.731 0.2 -0.1 0.3
C -1.954 1.055 0.613 0.0 0.2 0.2
S 1.485 4.694 0.352 2.2 -0.5 0.5
O 2.513 5.259 -0.409 0.0 0.1 -0.6
O 0.297 4.265 -0.557 -1.4 0.0 1.7
F 0.772 5.681 1.210 -0.9 0.5 0.4
H 4.150 -0.849 2.055 -0.5 0.0 0.1
H 2.570 -0.325 2.681 0.3 0.1 0.2
H 2.682 -1.824 1.796 0.2 -0.1 0.1
H 1.963 0.565 0.649 -0.1 0.0 -0.1
H 2.739 -0.707 -0.293 -0.2 -0.1 0.0
H 4.677 0.437 -0.564 0.1 0.0 0.0
H 4.707 0.937 1.124 0.2 0.1 -0.1
H 4.580 2.767 -0.597 -0.1 0.1 -0.1
H 2.900 2.305 -0.880 0.0 0.0 -0.1
H 3.643 2.610 1.987 -0.3 0.0 0.2
H 3.880 4.080 1.120 -0.2 0.2 0.4
H 2.039 2.776 3.196 0.2 -0.1 -0.1
H 1.529 4.410 3.079 0.2 0.2 -0.3
H -0.400 3.222 3.748 0.0 0.0 0.1
H -0.087 1.821 2.747 0.0 -0.1 -0.3
H -3.131 4.813 0.286 -0.2 0.1 -0.1
H -2.263 3.852 -0.889 -0.1 -0.1 -0.2
H -3.916 3.367 -0.420 -0.1 0.1 -0.1
H -4.291 2.079 2.491 -0.1 0.1 -0.1
H -3.758 3.692 3.025 -0.1 0.1 0.0
H -2.965 2.248 3.612 0.0 -0.1 0.0
H -1.294 0.437 1.219 0.1 -0.1 -0.1
H -1.573 1.140 -0.405 0.2 -0.1 0.0
H -2.923 0.558 0.562 0.0 -0.1 0.0
Al 6.036 -1.163 2.443 0.7 0.3 -0.1
C -0.640 -5.152 -3.937 0.3 0.3 0.4
C 0.746 -5.092 -3.339 0.0 -0.3 -0.3
O 0.890 -3.996 -2.385 0.1 0.0 -0.1
C 0.351 -4.161 -1.202 0.0 0.0 0.1
O -0.248 -5.099 -0.765 0.0 0.0 0.0
C 0.638 -2.904 -0.346 -0.1 0.1 0.0
F 0.347 -1.775 -1.000 0.0 0.0 0.0
F 1.952 -2.852 -0.017 -0.1 -0.3 -0.2
F -0.055 -2.911 0.786 0.0 -0.1 0.0
H -0.899 -4.200 -4.397 0.0 0.0 -0.1
H -0.681 -5.930 -4.694 0.0 0.0 0.0
H -1.390 -5.371 -3.184 0.0 -0.1 0.0
H 1.492 -4.878 -4.101 0.0 0.1 0.1
H 1.025 -6.024 -2.849 -0.1 0.1 0.2
O 3.411 5.459 2.535 -0.6 -0.3 -0.5
H 2.978 6.157 2.033 0.4 0.5 0.3
Cl -3.444 -5.602 -5.128 -0.7 0.0 0.4
Cl 0.518 4.197 -2.156 0.3 -0.1 -2.1
Li -4.975 -5.582 -3.606 -0.2 -0.1 -0.5
O 6.772 2.017 0.287 0.2 -0.1 0.0
C 7.539 2.551 1.041 -0.2 0.1 0.0
O 7.737 2.045 2.280 0.0 -0.3 0.3
C 8.613 2.902 3.049 0.2 0.3 0.0
C 9.388 3.693 1.999 -0.1 0.0 -0.1
C 8.367 3.800 0.860 0.3 -0.2 0.2
H 7.997 3.540 3.683 0.0 0.0 0.0
H 9.247 2.283 3.679 -0.1 -0.1 0.0
H 9.746 4.650 2.369 -0.1 0.0 0.0
H 10.250 3.117 1.663 0.0 0.0 0.0
H 7.710 4.664 0.971 0.0 0.0 0.0
H 8.821 3.814 -0.126 -0.1 0.1 -0.1
C -10.297 -4.415 -1.362 0.0 0.0 0.0
C -9.007 -4.615 -1.657 -0.1 0.0 0.0
C -8.571 -5.520 -2.788 -0.1 -0.1 -0.1
O -7.363 -5.624 -2.992 0.6 0.2 0.2
C -9.564 -6.208 -3.556 0.0 -0.1 -0.1
C -10.865 -6.015 -3.264 0.1 0.0 0.0
C -11.311 -5.089 -2.147 0.1 0.1 0.1
O -12.507 -4.973 -1.979 0.0 -0.1 -0.1
O -11.849 -6.597 -3.907 -0.1 0.0 0.0
O -8.011 -4.043 -0.992 0.0 0.0 0.0
H -10.619 -3.768 -0.558 0.0 0.0 0.0
H -9.237 -6.863 -4.351 0.0 0.0 0.0
H -12.681 -6.281 -3.497 0.0 0.0 0.0
H -7.189 -4.355 -1.408 0.0 0.0 0.0
```
Forces are in eV/Å.



Here is C24H40AlClF9I3N2NaO4SV as an isolated structure in a non-equilibrium geometry from the Open Molecules 2025 dataset. Energies are from the ωB97M-V functional and the def2-TZVPD basis.

## Properties
HOMO = -7.98 eV
energy = -145492.5149 eV
LUMO energy = -7.06 eV
orbital gap = 0.921 eV

```
87
Properties=species:S:1:pos:R:3:forces:R:3
C -1.400 0.896 3.756 0.9 0.0 -0.9
C -0.215 -0.223 3.417 -1.8 -1.0 1.5
I 1.777 0.701 3.117 -1.1 -0.6 -0.1
C -0.631 -1.297 2.252 -0.4 0.3 -0.8
C -0.673 -0.679 0.724 -0.3 0.6 -5.0
C -0.586 0.896 0.305 0.0 -0.8 0.5
N -0.585 1.538 -1.041 -0.5 -3.8 3.4
C -0.463 3.070 -1.168 1.8 0.6 -0.4
C 0.484 3.464 -2.486 -0.4 0.8 0.3
C -0.508 4.039 -3.661 0.3 -0.4 -0.4
C -0.021 3.535 -5.147 1.1 -0.1 0.5
F 0.121 2.047 -5.151 -0.3 4.4 -0.1
F 1.320 4.137 -5.432 -3.7 -2.0 0.8
C -1.006 4.002 -6.379 -1.2 -0.5 -3.2
F -0.637 5.379 -6.812 -1.6 -4.9 1.7
F -2.460 3.904 -6.033 5.6 0.4 0.2
F -0.797 3.056 -7.534 -0.4 3.4 4.2
N -0.709 0.773 -2.155 -0.3 -3.9 2.5
C -0.842 -0.684 -1.968 0.0 -0.9 0.0
C -1.000 -1.526 -3.408 0.9 1.6 -0.3
C -2.406 -1.179 -4.191 -0.8 0.6 -0.4
C -3.554 -0.497 -3.220 1.2 0.8 0.8
S -5.252 -0.434 -4.037 0.2 -0.4 0.5
C -0.832 -1.636 -0.645 0.2 5.2 1.4
C -0.994 -3.265 -0.579 1.2 1.1 1.7
I -2.915 -3.987 -1.458 1.2 0.5 0.5
C 0.299 -4.116 -1.129 -1.6 -2.5 0.3
C 0.801 -5.224 0.019 1.2 1.3 0.5
I 2.060 -2.917 -1.621 -0.9 -0.5 -0.1
H -1.352 1.061 4.935 -0.1 -0.2 -1.1
H -1.164 1.961 3.289 -0.7 -2.2 0.9
H -2.482 0.517 3.522 2.1 0.7 0.3
H -0.105 -0.855 4.424 0.0 1.3 -2.3
H -1.736 -1.689 2.470 2.3 0.9 -0.4
H 0.064 -2.262 2.248 -1.3 2.3 0.0
H -0.510 1.656 1.225 -0.1 -1.8 -2.5
H 0.159 3.408 -0.228 -1.7 -0.7 -1.7
H -1.506 3.602 -1.254 2.0 -1.4 0.4
H 1.147 2.557 -2.825 -1.5 1.8 0.7
H 1.180 4.369 -2.150 -1.4 -2.2 -0.7
H -0.526 5.225 -3.646 0.1 -2.6 -0.2
H -1.590 3.644 -3.444 2.1 0.7 -0.9
H -0.130 -1.082 -4.096 -1.8 -1.0 1.6
H -0.771 -2.667 -3.294 -0.7 2.3 0.1
H -2.891 -2.100 -4.726 1.2 1.5 1.2
H -2.164 -0.384 -5.047 -0.5 -1.8 1.9
H -3.209 0.635 -3.065 -0.8 -2.5 -0.2
H -3.612 -0.997 -2.163 0.1 0.8 -2.1
H -6.244 -0.747 -3.062 1.2 0.7 -0.2
H -1.094 -3.539 0.579 0.1 0.8 -2.6
H -0.109 -4.790 -2.024 1.3 1.9 1.6
H 1.197 -6.221 -0.450 -1.1 2.0 0.8
H 1.747 -4.707 0.531 -2.1 -1.3 -0.8
H 0.011 -5.396 0.865 1.3 0.1 -1.8
C 4.215 1.464 0.067 -0.1 0.1 -0.7
C 5.428 1.801 0.951 0.5 -1.2 -2.9
C 6.612 0.903 0.553 0.4 0.1 -0.6
O 5.109 1.520 2.202 -0.8 1.1 6.4
H 3.902 0.416 0.166 0.2 0.2 0.2
H 3.353 2.097 0.311 0.1 0.0 0.1
H 4.456 1.633 -0.989 -0.1 0.0 0.0
H 5.723 2.824 0.679 0.0 0.4 0.5
H 6.386 -0.165 0.669 -0.2 0.3 0.1
H 7.504 1.125 1.151 -0.2 0.0 0.0
H 6.876 1.066 -0.499 0.1 0.0 0.1
Al 5.172 2.156 4.237 0.0 -1.0 -3.1
C 3.765 -2.572 7.026 0.2 0.5 0.8
C 2.998 -1.339 6.575 -0.2 -0.6 0.0
C 2.775 -0.372 7.727 0.0 0.4 0.3
O 1.737 -1.736 6.042 -0.2 0.3 -0.1
H 3.211 -3.118 7.797 0.1 0.1 -0.1
H 3.907 -3.264 6.189 -0.1 -0.7 -0.5
H 4.747 -2.301 7.427 0.0 -0.1 0.0
H 3.548 -0.836 5.773 -0.3 -0.1 -0.1
H 2.186 -0.841 8.523 0.2 -0.1 -0.1
H 2.211 0.504 7.391 0.1 -0.1 -0.1
H 3.727 -0.035 8.149 -0.1 -0.1 0.0
H 1.241 -2.184 6.747 0.3 0.1 -0.3
F -3.034 4.229 -8.050 -0.5 0.3 -1.0
F -7.519 0.234 -1.943 0.9 0.9 0.0
F 3.506 -5.025 5.890 0.0 0.4 0.0
Na -7.443 2.512 -2.414 -0.2 -1.6 0.1
F -9.748 0.560 -2.856 0.4 -3.3 -3.4
Cl -1.818 0.991 6.735 0.1 0.0 0.0
O -8.871 -4.092 -4.807 -1.0 5.6 1.5
V -9.140 -2.406 -4.392 1.4 -6.6 -1.8
O -9.409 -0.720 -3.977 -1.3 4.7 3.4
```
Forces are in eV/Å.